No. 1
Computed, not measured: a molecular structure, C16H31MgNOP2, with ωB97M-V/def2-TZVPD.

## Properties
- Electronic energy: -44651.25192 eV
- ΔE to the lowest compared entry with this formula, charge and spin: 31.77 kcal/mol
- HOMO energy: -7.76 eV

Geometry as XYZ:
```
52
Properties=species:S:1:pos:R:3:forces:R:3:lowdin_charge:R:1
P 0.254 -2.698 -0.045 1.8 -0.7 0.0 0.780
P -0.298 -0.117 -1.497 1.9 2.2 -0.3 0.842
C 0.813 -2.875 -1.825 0.3 -0.8 0.3 -0.405
C 0.582 -1.532 -2.557 -1.0 0.4 -0.1 -0.348
H 0.240 -3.690 -2.295 0.4 0.4 0.2 0.058
H 1.888 -3.129 -1.803 -0.4 0.0 -0.3 0.080
H 1.549 -1.061 -2.788 -0.4 0.1 0.1 0.079
H 0.032 -1.656 -3.500 0.3 -0.1 0.2 0.086
C -2.133 0.310 -1.847 -0.4 -0.6 -0.3 -0.256
H -2.255 1.372 -1.537 0.4 -0.7 0.0 0.070
H -2.840 -0.255 -1.196 0.1 0.6 -0.5 0.018
H -2.444 0.246 -2.901 0.1 -0.2 0.3 0.066
C 0.280 1.274 -2.499 0.2 0.5 -0.6 -0.305
H -0.092 1.110 -3.523 0.3 0.3 0.2 0.056
H 1.375 1.351 -2.509 -0.3 -0.1 0.0 0.046
H -0.137 2.211 -2.098 0.2 -0.3 -0.2 0.044
C -2.364 -3.589 -2.074 0.1 0.7 0.3 -0.213
H -2.688 -4.200 -1.205 0.0 0.1 -0.6 -0.030
H -1.733 -4.165 -2.761 -0.4 0.0 0.1 -0.037
H -3.242 -3.168 -2.594 0.1 -0.6 0.0 -0.040
C 1.847 -2.217 0.678 0.3 0.4 0.7 -0.241
H 1.678 -1.438 1.430 0.1 -0.2 -0.1 0.015
H 2.541 -1.807 -0.064 -0.2 -0.1 0.1 0.047
H 2.323 -3.083 1.163 -0.1 0.3 -0.2 0.053
Mg -1.641 -1.901 -0.988 -3.7 -1.6 1.2 0.192
C 1.362 4.489 2.276 0.3 0.2 -0.1 -0.114
C 0.165 4.038 2.646 0.0 0.4 0.5 -0.106
C -0.694 2.930 2.101 -0.8 -0.5 0.1 -0.198
C -0.205 1.474 2.343 -0.2 1.3 1.1 -0.180
C 1.168 1.195 1.834 -0.1 -0.7 -0.9 -0.118
C 1.592 1.616 0.621 0.9 -0.1 0.7 -0.147
C 1.543 3.037 0.138 -0.8 0.4 -0.9 -0.225
C 2.184 4.105 1.070 0.1 -0.4 -0.3 -0.183
C -0.100 -4.261 0.781 0.2 -0.7 0.0 -0.253
H 1.836 5.291 2.873 -0.5 -0.4 -0.3 0.105
H -0.313 4.541 3.499 0.5 -0.2 -0.2 0.102
H -0.926 3.049 1.034 0.0 0.0 0.4 0.092
H -1.648 3.007 2.646 0.1 0.0 -0.4 0.109
H -0.271 1.242 3.412 0.1 0.2 0.0 0.111
H -0.966 0.810 1.885 0.7 0.0 -0.1 0.111
H 1.760 0.458 2.389 -0.6 -0.5 -0.7 0.096
H 2.144 0.932 -0.041 0.8 0.4 0.9 0.083
H 0.504 3.329 -0.046 0.3 0.3 -0.2 0.083
H 2.042 3.079 -0.843 -0.1 0.1 0.3 0.100
H 3.199 3.780 1.385 -0.5 0.1 -0.1 0.118
H 2.342 5.020 0.457 -0.1 -0.4 0.3 0.114
H -0.332 -3.994 1.826 0.2 -0.1 -0.3 0.059
H 0.792 -4.908 0.733 -0.5 -0.1 0.2 0.049
H -0.998 -4.763 0.382 0.5 0.3 0.0 0.046
O -3.937 -1.356 2.756 0.6 -0.2 -0.7 0.019
C -3.242 -1.597 1.808 -0.1 0.1 0.0 -0.533
N -2.536 -1.837 0.871 -0.6 0.5 0.1 0.002
```
Forces are in eV/Å.

No. 2
Computed, not measured: a molecular structure, C16H31NNiP2S, with ωB97M-V/def2-TZVPD.

## Properties
- Electronic energy: -89029.99063 eV
- ΔE to the lowest compared entry with this formula, charge and spin: 188.17 kcal/mol
- Spin multiplicity: 3
- HOMO energy (spin up / spin down): -3.99 / -5.56 eV

Geometry as XYZ:
```
52
Properties=species:S:1:pos:R:3:forces:R:3:mulliken_spin:R:1
P 0.175 -2.057 1.660 -2.1 1.9 -1.2 0.056
P -0.331 2.351 1.826 1.0 -2.5 -1.5 0.570
C 0.684 -0.369 0.389 -0.2 -0.1 0.2 0.284
C 0.758 1.081 0.834 0.9 1.6 -0.1 0.071
H -0.049 -0.618 -0.468 0.9 0.5 0.5 -0.055
H 1.667 -0.743 0.087 -0.3 0.6 -0.3 0.041
H 1.736 1.178 1.354 -0.5 0.3 -0.2 0.008
H 0.766 1.637 -0.110 0.8 0.2 0.3 -0.183
C -1.711 3.340 1.186 0.1 0.4 0.1 -0.004
H -1.976 4.054 2.002 0.2 -0.2 -0.6 0.006
H -2.584 2.677 1.009 0.7 0.2 0.1 0.036
H -1.423 3.857 0.258 -0.3 0.0 0.4 -0.010
C 0.956 3.345 2.556 0.3 1.4 -0.4 -0.007
H 1.046 4.245 1.951 0.3 0.4 0.2 0.017
H 1.921 2.846 2.595 -0.2 -0.2 -0.1 -0.002
H 0.689 3.620 3.572 -0.2 0.1 0.2 0.012
C -0.854 -3.458 1.059 -0.1 -1.1 0.2 0.089
H -0.892 -4.253 1.812 0.2 -0.2 0.1 -0.020
H -0.420 -3.898 0.158 0.2 0.1 0.0 -0.002
H -1.897 -3.231 0.818 0.4 0.5 0.2 0.034
C 1.836 -2.673 1.304 0.7 -0.5 0.2 0.005
H 2.571 -1.880 1.349 0.1 0.3 0.3 -0.002
H 1.934 -3.091 0.312 -0.2 -0.2 -0.3 0.004
H 2.149 -3.410 2.028 0.0 -0.5 0.2 0.003
Ni -1.204 -0.087 0.643 -0.7 -1.0 1.4 0.572
C 0.306 1.449 -2.239 0.3 1.3 -0.2 0.035
C -0.991 1.396 -1.939 0.2 0.8 -0.8 -0.077
C -1.953 0.760 -2.912 -0.6 0.5 0.6 0.037
C -1.598 -0.662 -3.358 -0.3 1.1 -0.4 -0.021
C -0.806 -1.438 -2.381 -0.2 -1.7 -0.5 -0.012
C 0.516 -1.514 -2.367 0.6 -0.9 -1.3 0.027
C 1.417 -0.635 -3.221 0.2 -0.5 0.5 0.003
C 0.984 0.833 -3.402 0.1 -0.8 -0.4 0.020
C 0.215 -2.064 3.452 -0.9 -0.2 0.9 0.086
H 1.007 2.155 -1.808 -0.4 0.0 0.9 0.003
H -1.434 2.015 -1.139 0.4 -0.5 -0.4 -0.014
H -2.030 1.415 -3.798 0.1 -0.2 0.2 0.000
H -2.940 0.783 -2.450 -0.1 -0.2 0.0 0.013
H -2.530 -1.162 -3.603 0.0 -0.3 0.1 -0.008
H -1.069 -0.557 -4.297 0.3 -0.3 -0.2 0.001
H -1.400 -2.156 -1.821 0.3 0.1 0.3 0.014
H 1.028 -2.384 -1.889 -0.5 1.0 0.1 0.004
H 1.557 -1.073 -4.219 -0.1 -0.1 0.1 -0.001
H 2.412 -0.671 -2.771 0.0 0.1 0.1 -0.004
H 1.889 1.393 -3.639 -0.1 0.1 -0.1 0.000
H 0.342 0.875 -4.264 -0.3 0.2 -0.5 0.000
H 0.910 -1.372 3.907 0.4 0.2 -0.2 -0.015
H 0.430 -3.060 3.826 0.1 -0.3 0.1 0.001
H -0.775 -1.763 3.828 0.3 -0.2 -0.2 0.012
S -1.472 1.087 3.085 -1.6 -1.3 1.3 0.348
C -0.219 1.054 4.244 1.5 -0.4 1.6 -0.002
N 0.658 0.834 4.995 -1.3 0.5 -1.2 0.026
```
Forces are in eV/Å.

No. 3
Computed, not measured: a molecular structure, C16H31NP2Zn, with ωB97M-V/def2-TZVPD.

## Properties
- Electronic energy: -85573.06168 eV
- ΔE to the lowest compared entry with this formula, charge and spin: 102.31 kcal/mol
- HOMO energy: -4.45 eV

Geometry as XYZ:
```
51
Properties=species:S:1:pos:R:3:forces:R:3:lowdin_charge:R:1
P -0.086 -1.714 -5.450 0.9 -0.2 3.5 0.772
P 0.378 2.282 -5.314 -1.4 -1.1 -0.5 0.934
C -0.363 -0.246 -6.465 -0.9 0.1 -1.3 -0.326
C 0.720 0.863 -6.411 0.1 -0.1 -0.5 -0.276
H -1.374 0.148 -6.211 1.0 -0.3 -0.1 0.060
H -0.440 -0.622 -7.501 0.5 -0.1 -0.1 0.087
H 1.722 0.456 -6.190 -0.5 0.1 0.0 0.080
H 0.774 1.302 -7.418 0.1 -0.1 0.1 0.090
C -0.765 3.364 -6.208 0.3 0.3 -0.3 -0.176
H -1.078 4.183 -5.544 0.1 -0.2 -0.2 0.067
H -1.660 2.817 -6.537 0.4 0.0 0.2 0.062
H -0.243 3.773 -7.084 -0.3 0.0 0.2 0.054
C 1.893 3.192 -4.993 0.5 0.5 -0.2 -0.175
H 2.053 3.896 -5.828 0.0 -0.2 0.4 0.059
H 2.764 2.522 -4.927 -0.4 0.2 0.0 0.061
H 1.815 3.764 -4.056 -0.1 -0.2 -0.3 0.069
C -1.472 -2.865 -5.815 -0.4 -0.2 -1.9 -0.202
H -1.427 -3.725 -5.131 0.1 0.4 -0.2 0.052
H -1.346 -3.213 -6.846 -0.6 -0.3 -0.1 0.026
H -2.446 -2.369 -5.701 0.3 -0.1 0.0 0.040
C 1.284 -2.554 -6.325 -0.2 -0.6 -0.7 -0.197
H 2.094 -1.841 -6.535 -0.3 -0.2 0.2 0.050
H 0.899 -2.936 -7.281 0.2 -0.1 0.1 0.040
H 1.685 -3.392 -5.742 -0.1 0.2 -0.1 0.057
Zn 0.691 0.378 0.759 -0.2 -0.3 -0.5 0.806
C -0.597 1.675 -3.928 -0.7 0.0 2.2 -0.453
C -1.714 0.820 -4.386 1.0 0.6 -0.8 -0.328
C -2.324 -0.267 -3.609 -0.6 -0.3 0.5 -0.269
C -1.417 -1.277 -2.843 -0.5 0.0 0.2 -0.199
C -0.269 -1.917 -3.602 -1.8 -1.2 -0.6 -0.354
C 1.003 -1.269 -3.955 2.2 2.1 -1.7 -0.368
C 1.465 0.069 -3.443 0.1 -0.1 1.0 -0.206
C 0.454 1.111 -2.915 0.3 0.6 -0.2 -0.208
C 0.416 -1.538 0.901 0.1 0.1 0.2 -0.274
H -1.043 2.579 -3.444 0.8 0.5 0.1 0.113
H -2.433 1.357 -5.019 0.0 0.0 0.3 0.068
H -2.958 -0.829 -4.336 0.2 0.0 0.6 0.086
H -3.058 0.156 -2.882 0.0 -0.5 0.3 0.090
H -1.040 -0.843 -1.906 -0.2 0.1 -0.1 0.066
H -2.080 -2.090 -2.505 0.1 0.2 -0.1 0.105
H -0.149 -2.973 -3.330 0.0 0.1 0.2 0.107
H 1.868 -1.945 -3.976 -0.2 0.0 0.3 0.098
H 2.090 0.543 -4.213 0.0 0.0 0.2 0.062
H 2.171 -0.134 -2.616 -0.1 0.4 0.0 0.106
H -0.032 0.795 -1.980 0.0 0.0 -0.5 0.062
H 1.074 1.979 -2.623 -0.3 -0.3 0.1 0.077
H 1.311 -1.989 1.348 -0.3 0.0 -0.1 -0.032
H 0.259 -1.976 -0.094 0.0 0.2 0.2 -0.030
H -0.457 -1.766 1.528 0.3 0.0 -0.1 -0.026
N 1.062 3.362 0.035 -0.3 -2.7 0.6 -0.022
C 0.926 2.224 0.304 0.4 2.9 -0.4 -0.384
```
Forces are in eV/Å.

No. 4
Computed, not measured: 7 unconnected molecules or ions with the total composition C16H32Br10O6, with ωB97M-V/def2-TZVPD.

## Properties
- Electronic energy: -729821.07066 eV
- ΔE to the lowest compared entry with this formula, charge and spin: 0.00 kcal/mol
- SMILES: COC(=O)OC.COC(=O)OC.BrCCBr.BrCCBr.BrCCBr.BrCCBr.BrCCBr
- HOMO energy: -9.85 eV

Geometry as XYZ:
```
64
Properties=species:S:1:pos:R:3:forces:R:3:lowdin_charge:R:1
C -1.897 4.137 -1.605 1.8 1.1 0.8 -0.062
O -2.890 3.727 -0.705 -1.0 -0.5 0.9 0.011
C -2.665 3.885 0.606 1.8 1.5 1.5 -0.519
O -1.587 4.228 1.149 -2.8 -1.2 -1.7 0.035
O -3.828 3.731 1.259 0.7 -0.2 -0.1 0.004
C -3.886 4.040 2.676 0.2 -0.7 -0.7 -0.005
H -1.309 4.926 -1.104 0.0 -0.4 -0.4 0.108
H -2.265 4.534 -2.521 -1.2 0.3 -0.4 0.079
H -1.244 3.343 -1.909 0.4 -0.7 0.3 0.045
H -4.082 5.068 2.799 -0.8 1.2 -0.1 0.083
H -2.965 3.935 3.205 0.8 -0.8 0.0 0.071
H -4.658 3.402 3.093 0.0 0.1 0.0 0.100
C 2.085 -4.327 2.547 0.2 0.6 0.8 -0.019
O 0.709 -3.937 2.798 0.5 0.8 0.6 0.021
C -0.079 -4.149 1.790 -0.5 -1.2 -3.3 -0.609
O 0.278 -4.654 0.703 -0.6 1.0 2.2 0.040
O -1.342 -3.760 2.023 0.5 0.0 -0.2 -0.026
C -2.284 -4.192 0.992 0.4 -1.5 1.3 -0.016
H 2.471 -3.925 1.615 -0.3 -0.3 -0.1 0.037
H 2.072 -5.390 2.620 0.4 -0.8 -0.4 0.093
H 2.708 -3.930 3.362 -0.6 0.0 -0.1 0.105
H -2.471 -5.269 1.204 0.3 0.5 -0.6 0.111
H -1.883 -4.035 0.001 -0.1 0.1 -0.1 0.079
H -3.222 -3.727 1.212 -0.2 0.8 -0.1 0.076
Br 5.390 -0.044 -1.873 0.4 -0.4 0.0 0.642
C 4.193 1.447 -1.956 -0.3 0.4 -0.5 -0.754
C 2.860 0.989 -2.543 -0.4 -0.5 1.1 -0.681
Br 1.758 2.608 -2.706 0.0 -0.3 -0.3 0.628
H 4.646 2.247 -2.560 -0.1 -0.5 0.1 0.055
H 4.096 1.808 -0.934 -0.2 0.0 -0.1 0.049
H 2.301 0.388 -1.800 0.5 0.2 -0.4 0.015
H 2.905 0.378 -3.461 0.1 0.9 0.2 0.071
Br 4.001 -4.195 -1.225 1.3 -0.2 0.0 0.669
C 2.204 -4.026 -1.754 -1.1 0.1 -0.4 -0.790
C 1.482 -5.337 -1.887 -1.4 0.0 0.8 -0.779
Br 1.860 -6.335 -3.463 0.4 -0.2 -0.6 0.648
H 2.097 -3.484 -2.712 0.4 0.0 0.7 0.047
H 1.778 -3.483 -0.912 -0.4 0.1 -0.3 -0.002
H 0.401 -5.115 -1.928 0.5 0.0 -0.1 0.048
H 1.592 -6.019 -1.045 0.3 0.3 0.0 0.049
Br -2.344 -0.348 1.553 -0.5 0.0 -0.6 0.661
C -0.430 -0.466 1.822 -0.5 -1.0 2.0 -0.714
C 0.340 -0.873 0.602 -0.8 0.5 -0.1 -0.674
Br 2.248 -0.988 1.005 -0.3 0.1 -0.2 0.689
H -0.410 -1.114 2.723 0.6 -0.1 -0.9 0.061
H -0.221 0.499 2.211 0.7 0.9 -0.2 -0.018
H 0.118 -0.063 -0.117 0.7 -0.7 -0.1 0.056
H 0.030 -1.848 0.214 0.1 0.3 0.0 0.014
Br 1.880 2.484 3.096 -0.3 0.6 -0.3 0.615
C 1.237 4.230 2.433 -1.3 0.5 0.1 -0.662
C 0.422 4.950 3.524 0.9 -0.5 0.1 -0.708
Br -0.012 6.759 2.973 0.2 0.0 0.0 0.628
H 0.565 4.082 1.558 0.9 -0.1 0.6 0.040
H 2.083 4.865 2.215 0.4 -0.3 -0.3 0.042
H 1.005 4.988 4.461 -0.5 0.2 -0.4 0.058
H -0.537 4.493 3.671 -0.3 -0.4 0.2 0.018
Br -3.137 1.701 -4.356 -0.2 -0.2 -0.1 0.650
C -1.832 0.603 -3.437 -0.8 -1.5 0.2 -0.713
C -1.930 -0.889 -3.824 -1.3 0.5 -0.7 -0.648
Br -0.634 -1.954 -2.779 -0.2 0.5 -0.7 0.672
H -2.064 0.656 -2.387 0.2 0.5 0.4 0.039
H -0.908 1.045 -3.716 0.9 0.1 0.1 0.005
H -1.893 -0.949 -4.936 0.8 -0.5 0.8 0.072
H -2.907 -1.353 -3.562 0.7 0.6 0.1 0.059
```
Forces are in eV/Å.